{
  "formula": "C63H139N5O2P",
  "method": "wB97M-V/def2-TZVPD",
  "species": ["C", "C", "C", "C", "N", "C", "C", "C", "C", "C", "H", "H", "H", "H", "H", "H", "H", "H", "H", "H", "H", "H", "H", "H", "H", "H", "H", "H", "H", "H", "C", "C", "C", "C", "N", "C", "C", "C", "C", "C", "H", "H", "H", "H", "H", "H", "H", "H", "H", "H", "H", "H", "H", "H", "H", "H", "H", "H", "H", "H", "C", "C", "C", "C", "N", "C", "C", "C", "C", "C", "H", "H", "H", "H", "H", "H", "H", "H", "H", "H", "H", "H", "H", "H", "H", "H", "H", "H", "H", "H", "C", "C", "C", "C", "N", "C", "C", "C", "C", "C", "H", "H", "H", "H", "H", "H", "H", "H", "H", "H", "H", "H", "H", "H", "H", "H", "H", "H", "H", "H", "C", "C", "C", "C", "N", "C", "C", "C", "C", "C", "H", "H", "H", "H", "H", "H", "H", "H", "H", "H", "H", "H", "H", "H", "H", "H", "H", "H", "H", "H", "C", "C", "C", "C", "P", "C", "C", "C", "C", "C", "C", "C", "C", "C", "C", "C", "C", "H", "H", "H", "H", "H", "H", "H", "H", "H", "H", "H", "H", "H", "H", "H", "H", "H", "H", "H", "H", "H", "H", "H", "H", "H", "H", "H", "H", "H", "H", "H", "H", "H", "H", "H", "H", "C", "C", "O", "O", "H", "H", "H"],
  "positions_angstrom": [[-1.6302, -3.4225, 2.8802], [-2.4585, -4.7491, 3.0478], [-3.9947, -4.5847, 3.3120], [-4.2366, -3.6266, 4.4822], [-5.7565, -3.4459, 4.8544], [-6.4689, -4.6493, 5.4812], [-7.7350, -3.9764, 6.1653], [-7.2671, -2.5739, 6.4711], [-5.7381, -2.4387, 6.0160], [-6.4090, -2.9392, 3.5239], [-1.7547, -2.7271, 3.7102], [-1.9707, -2.9693, 1.9492], [-0.5638, -3.6481, 2.8756], [-1.9332, -5.3305, 3.8055], [-2.2811, -5.3500, 2.1559], [-4.4687, -5.5593, 3.4284], [-4.5176, -4.1847, 2.4433], [-3.8094, -2.6388, 4.3091], [-3.7402, -4.0354, 5.3623], [-6.7051, -5.4070, 4.7340], [-5.7684, -5.0308, 6.2241], [-8.5566, -4.0001, 5.4494], [-8.0782, -4.5035, 7.0555], [-7.8469, -1.8484, 5.9005], [-7.3888, -2.3791, 7.5367], [-5.5388, -1.3964, 5.7674], [-5.0573, -2.8541, 6.7591], [-6.4633, -3.7694, 2.8197], [-5.8772, -2.1264, 3.0292], [-7.4464, -2.6569, 3.7033], [-1.5138, 0.4821, -1.1668], [-2.6955, 1.2905, -1.8597], [-3.5148, 1.9795, -0.7991], [-4.6386, 2.8496, -1.4031], [-5.5058, 3.6087, -0.4223], [-6.5335, 2.7352, 0.3357], [-7.7482, 2.7079, -0.5349], [-7.9350, 4.0806, -1.0595], [-6.4543, 4.6124, -1.1586], [-4.6964, 4.4749, 0.5333], [-0.8227, 0.0088, -1.8643], [-1.9668, -0.3557, -0.6367], [-0.9410, 1.1551, -0.5288], [-3.3135, 0.7293, -2.5606], [-2.1969, 2.0617, -2.4468], [-2.8631, 2.6052, -0.1893], [-3.8646, 1.1839, -0.1412], [-5.3911, 2.2939, -1.9625], [-4.1278, 3.5448, -2.0694], [-6.7954, 3.2163, 1.2781], [-6.0990, 1.7964, 0.6790], [-8.6631, 2.4110, -0.0222], [-7.5634, 2.0068, -1.3488], [-8.4889, 4.6380, -0.3041], [-8.4217, 4.0438, -2.0340], [-6.4412, 5.5574, -0.6157], [-5.9596, 4.7487, -2.1203], [-4.1086, 5.1363, -0.1032], [-4.2408, 3.8426, 1.2953], [-5.3597, 5.1474, 1.0773], [-0.0831, 2.9748, 1.6100], [0.3901, 4.0093, 2.7447], [0.3354, 5.5448, 2.3903], [-1.1415, 5.9304, 2.0155], [-1.2954, 7.5043, 2.0346], [-1.1386, 8.1492, 3.4261], [-2.5018, 7.9585, 4.0358], [-3.5280, 7.5842, 2.9941], [-2.7511, 7.8392, 1.6880], [-0.3559, 8.0789, 0.9907], [0.4703, 2.0482, 1.7624], [0.2485, 3.3728, 0.6509], [-1.1709, 2.9087, 1.5914], [1.4161, 3.8485, 3.0759], [-0.2558, 3.8474, 3.6076], [0.9458, 5.9240, 1.5707], [0.6268, 6.0953, 3.2848], [-1.9030, 5.4269, 2.6110], [-1.4159, 5.6837, 0.9899], [-0.8653, 9.1787, 3.1947], [-0.3040, 7.7818, 4.0233], [-2.7235, 8.9592, 4.4066], [-2.4005, 7.2204, 4.8314], [-4.4551, 8.1568, 3.0198], [-3.7715, 6.5258, 3.0865], [-2.7917, 8.8689, 1.3329], [-3.0558, 7.1728, 0.8810], [0.6818, 7.8995, 1.2718], [-0.5864, 9.1429, 0.9363], [-0.6553, 7.5950, 0.0610], [-0.1822, -0.3254, 5.5540], [0.8832, -0.6688, 4.5215], [1.4185, -2.1743, 4.5224], [2.2977, -2.4789, 5.7612], [2.4750, -4.0414, 5.8801], [1.1952, -4.6948, 6.3119], [1.6153, -5.9218, 7.1195], [2.9761, -5.6838, 7.6882], [3.4421, -4.3425, 7.1062], [2.9899, -4.6959, 4.6186], [0.1428, -0.4774, 6.5833], [-1.1279, -0.8384, 5.3787], [-0.2871, 0.7589, 5.5909], [1.7651, -0.0419, 4.6531], [0.5405, -0.4953, 3.5015], [2.0133, -2.3253, 3.6216], [0.5611, -2.8442, 4.5865], [1.7917, -2.1964, 6.6844], [3.2552, -2.0047, 5.5458], [0.6374, -4.8816, 5.3943], [0.7223, -3.9597, 6.9632], [1.4832, -6.7948, 6.4803], [0.8585, -6.0226, 7.8974], [3.6158, -6.5037, 7.3615], [2.9580, -5.6281, 8.7767], [4.4915, -4.2038, 6.8461], [3.2648, -3.5144, 7.7925], [3.8843, -4.2708, 4.1632], [2.2201, -4.6341, 3.8493], [3.1563, -5.7623, 4.7709], [7.3375, 4.6475, -3.1151], [6.0922, 4.1989, -2.3165], [5.0120, 3.4089, -3.1292], [3.7105, 3.3362, -2.3842], [2.4970, 2.5397, -3.0229], [1.2856, 2.7378, -2.0886], [0.7597, 4.2146, -2.3941], [1.1255, 4.4731, -3.8425], [1.9146, 3.1681, -4.3502], [2.8000, 1.0604, -3.1983], [7.7205, 3.7498, -3.6005], [8.0937, 5.1257, -2.4927], [7.1216, 5.3738, -3.8986], [5.6544, 5.1077, -1.9035], [6.3600, 3.5893, -1.4534], [5.3648, 2.3795, -3.1928], [4.9861, 3.8057, -4.1441], [3.3805, 4.3462, -2.1412], [3.7805, 2.9656, -1.3615], [0.4881, 2.0169, -2.2687], [1.5769, 2.5603, -1.0533], [-0.3030, 4.3231, -2.1774], [1.2295, 4.9094, -1.6980], [0.3960, 4.6584, -4.6309], [1.7039, 5.3969, -3.8338], [1.3434, 2.3371, -4.7639], [2.6568, 3.2324, -5.1459], [3.2225, 0.7006, -2.2602], [3.5894, 0.8609, -3.9230], [1.8982, 0.5054, -3.4568], [1.5071, -7.1745, -1.6528], [0.8114, -5.8406, -2.0851], [1.6441, -4.6457, -2.5535], [2.5699, -4.8746, -3.7700], [2.9939, -3.3918, -4.7987], [3.3470, -3.9261, -6.4340], [4.0177, -2.8740, -7.4239], [3.4668, -2.9020, -8.8758], [4.1820, -1.9907, -9.8600], [1.5656, -2.2797, -4.7931], [1.5214, -1.1769, -5.8458], [0.2483, -0.4220, -5.7368], [0.1813, 0.8289, -6.6492], [4.4077, -2.4635, -4.0689], [5.8613, -3.0145, -4.3751], [6.9271, -2.3160, -3.5254], [8.2895, -3.0032, -3.8001], [2.2824, -7.0041, -0.9058], [1.8577, -7.7501, -2.5094], [0.6793, -7.8074, -1.3330], [0.0984, -5.5661, -1.3077], [0.0825, -6.0117, -2.8772], [2.3692, -4.4000, -1.7776], [1.0136, -3.7579, -2.6014], [2.0917, -5.6022, -4.4257], [3.5183, -5.3241, -3.4756], [2.4551, -4.4193, -6.8205], [3.9127, -4.8557, -6.3718], [5.0728, -3.0011, -7.6660], [3.9553, -1.8110, -7.1908], [2.3808, -2.8118, -8.9004], [3.6201, -3.9374, -9.1801], [5.2234, -2.3082, -9.9124], [4.1250, -0.9805, -9.4547], [3.8393, -2.0334, -10.8939], [1.4525, -1.8473, -3.7990], [0.6981, -2.9332, -4.8849], [1.6532, -1.6008, -6.8414], [2.3660, -0.5309, -5.6061], [0.2215, -0.0964, -4.6969], [-0.5333, -1.1648, -5.8959], [-0.3570, 1.5802, -6.0715], [-0.3565, 0.7774, -7.5959], [1.0946, 1.2706, -7.0479], [4.3561, -2.3250, -2.9889], [4.3404, -1.4477, -4.4584], [6.0538, -2.9052, -5.4423], [5.8466, -4.0761, -4.1283], [6.6790, -2.3425, -2.4643], [6.9896, -1.2394, -3.6841], [9.0702, -2.3841, -3.3580], [8.3791, -3.2814, -4.8501], [8.1107, -3.9417, -3.2753], [0.7861, -1.7577, 0.5398], [1.7249, -0.9707, -0.3484], [2.4759, -1.6147, -1.1036], [1.6807, 0.2461, -0.2991], [0.4269, -1.1416, 1.3641], [1.4012, -2.4149, 1.1545], [-0.1749, -2.0727, 0.1331]],
  "lumo_ev": -9.0,
  "gap_ev": 7.061,
  "charge": 5,
  "e_homo_ev": -16.05
}

{
  "formula": "C63H140F3N8O12S",
  "method": "wB97M-V/def2-TZVPD",
  "species": ["C", "C", "C", "O", "C", "C", "C", "O", "O", "O", "H", "H", "C", "C", "C", "O", "C", "N", "H", "H", "H", "H", "H", "H", "H", "H", "H", "H", "H", "H", "C", "C", "C", "O", "C", "N", "H", "H", "H", "H", "H", "H", "H", "H", "H", "H", "H", "H", "C", "N", "C", "C", "C", "C", "O", "H", "H", "H", "H", "H", "H", "H", "H", "H", "H", "H", "H", "H", "H", "C", "N", "C", "C", "C", "C", "O", "H", "H", "H", "H", "H", "H", "H", "H", "H", "H", "H", "H", "H", "H", "C", "N", "C", "C", "C", "C", "O", "H", "H", "H", "H", "H", "H", "H", "H", "H", "H", "H", "H", "H", "H", "C", "C", "C", "C", "N", "C", "C", "C", "C", "C", "C", "C", "H", "H", "H", "H", "H", "H", "H", "H", "H", "H", "H", "H", "H", "H", "H", "H", "H", "H", "H", "H", "H", "H", "H", "H", "C", "C", "C", "C", "N", "C", "C", "C", "C", "C", "C", "C", "H", "H", "H", "H", "H", "H", "H", "H", "H", "H", "H", "H", "H", "H", "H", "H", "H", "H", "H", "H", "H", "H", "H", "H", "C", "C", "C", "C", "N", "C", "C", "C", "C", "C", "C", "C", "H", "H", "H", "H", "H", "H", "H", "H", "H", "H", "H", "H", "H", "H", "H", "H", "H", "H", "H", "H", "H", "H", "H", "H", "C", "F", "F", "F", "S", "O", "O", "O"],
  "positions_angstrom": [[-3.7246, 10.0849, -31.9957], [-4.4248, 8.9853, -31.5377], [-4.4917, 8.7267, -30.0129], [-5.0673, 7.6845, -29.5641], [-3.8457, 9.6165, -29.1749], [-3.2277, 10.8341, -29.6254], [-3.0424, 11.0149, -31.1522], [-2.4700, 12.0046, -31.6376], [-2.7342, 11.6592, -28.8453], [-5.0915, 8.2708, -32.3337], [-3.6331, 10.3594, -33.0411], [-3.9270, 9.4186, -28.1086], [-0.3864, 9.2587, -27.6222], [0.3718, 10.5401, -27.3178], [1.3226, 10.9325, -28.4441], [1.9704, 12.1558, -28.2292], [3.0480, 12.1313, -27.2960], [-0.6017, 11.6294, -26.9736], [-0.1099, 12.5141, -26.7970], [-1.2272, 11.8550, -27.7628], [-1.1172, 11.4031, -26.1023], [-0.9101, 9.4688, -28.5631], [-1.1823, 9.0462, -26.9118], [0.3351, 8.4572, -27.7636], [0.9645, 10.4487, -26.4072], [0.7651, 10.9877, -29.3843], [2.0678, 10.1462, -28.6023], [3.3055, 13.1704, -27.0902], [3.9473, 11.6736, -27.7127], [2.8075, 11.6852, -26.3286], [-3.4947, 4.3592, -28.7114], [-3.4582, 5.0527, -27.3544], [-2.4872, 4.4371, -26.3905], [-2.5377, 5.2447, -25.2290], [-1.8967, 4.6642, -24.1038], [-3.1362, 6.5093, -27.5855], [-3.7685, 7.0533, -28.1944], [-3.1568, 6.9657, -26.6552], [-2.1863, 6.5847, -27.9556], [-4.2635, 4.7834, -29.3533], [-3.6207, 3.2774, -28.6451], [-2.5011, 4.4202, -29.1693], [-4.4602, 5.1071, -26.9273], [-1.4715, 4.4881, -26.8021], [-2.8378, 3.4271, -26.1677], [-2.0504, 5.3267, -23.2508], [-0.8138, 4.5626, -24.2004], [-2.3813, 3.7246, -23.8266], [-8.3290, 3.6061, -30.9158], [-7.7294, 4.9647, -30.7837], [-7.4905, 5.2136, -29.3097], [-6.4183, 5.0309, -31.4899], [-8.7360, 5.9363, -31.3317], [-8.2377, 7.3483, -31.6381], [-7.6249, 7.3824, -32.8809], [-8.3566, 3.2747, -31.9532], [-9.2973, 3.5119, -30.4347], [-7.6451, 2.8819, -30.4667], [-7.1149, 4.3023, -28.8515], [-8.4729, 5.3871, -28.8771], [-6.7832, 6.0400, -29.2672], [-5.7385, 4.3260, -31.0100], [-5.9946, 6.0293, -31.3789], [-6.5711, 4.7200, -32.5182], [-9.5924, 5.8996, -30.6604], [-9.0559, 5.5081, -32.2827], [-7.6204, 7.7626, -30.8313], [-9.1453, 7.9585, -31.5788], [-6.6939, 7.6611, -32.7681], [0.1406, 12.8974, -32.6525], [-0.1430, 14.3566, -32.5504], [1.0365, 15.1488, -33.0337], [-1.2913, 14.5750, -33.5000], [-0.6670, 14.7831, -31.2019], [-0.0690, 14.0330, -30.0519], [1.3359, 14.3235, -30.0063], [0.4178, 12.5488, -33.6449], [-0.6906, 12.2668, -32.3449], [0.9910, 12.6995, -31.9981], [1.1397, 14.9449, -34.0966], [1.9141, 14.8169, -32.4892], [0.8315, 16.2043, -32.8796], [-2.1911, 14.0598, -33.1884], [-0.9953, 14.3585, -34.5258], [-1.4031, 15.6650, -33.5168], [-1.7152, 14.4685, -31.1603], [-0.6735, 15.8627, -31.0869], [-0.1931, 12.9527, -30.0091], [-0.4643, 14.5026, -29.1391], [1.7722, 13.7843, -29.3252], [-5.3668, 13.3625, -25.0829], [-5.3559, 13.5070, -26.5793], [-6.3192, 14.5604, -26.9869], [-3.9645, 13.9086, -26.9840], [-5.6838, 12.2193, -27.2878], [-6.7914, 11.3339, -26.7560], [-8.0603, 11.9798, -26.7754], [-5.1279, 14.3159, -24.6181], [-4.5980, 12.6438, -24.8158], [-6.3560, 13.0303, -24.7794], [-6.1306, 15.0147, -27.9559], [-6.4294, 15.3073, -26.2024], [-7.3209, 14.1276, -27.0466], [-3.3222, 13.0771, -26.7193], [-3.8012, 14.8997, -26.5673], [-3.9405, 14.0507, -28.0648], [-4.7705, 11.6297, -27.1605], [-5.7281, 12.4264, -28.3558], [-6.5248, 10.9927, -25.7506], [-6.8610, 10.4020, -27.3263], [-8.7448, 11.3973, -27.1102], [0.1591, 3.9345, -36.8985], [-0.9054, 4.9307, -37.2926], [-1.4060, 5.8142, -36.1072], [-2.6178, 6.6296, -36.4998], [-3.2848, 7.3378, -35.3252], [-4.5042, 8.1300, -35.8461], [-5.6071, 7.0760, -35.9372], [-5.3630, 6.1747, -34.7175], [-3.9093, 6.4033, -34.3190], [-2.3178, 8.2999, -34.6599], [-1.7227, 9.3497, -35.6009], [-1.0750, 10.5171, -34.8542], [0.7387, 3.6429, -37.7787], [-0.2750, 2.9910, -36.5658], [0.9230, 4.3054, -36.2157], [-1.7579, 4.5029, -37.8184], [-0.4633, 5.6937, -37.9428], [-0.5384, 6.3777, -35.7640], [-1.7094, 5.1289, -35.3059], [-3.3388, 5.9964, -37.0104], [-2.3144, 7.4700, -37.1203], [-4.7726, 8.8213, -35.0495], [-4.1945, 8.5715, -36.7853], [-6.5721, 7.5702, -35.8187], [-5.6332, 6.5879, -36.9085], [-5.9476, 6.5816, -33.8952], [-5.7079, 5.1823, -34.9975], [-3.9057, 6.9774, -33.3926], [-3.2960, 5.5117, -34.2252], [-1.6343, 7.6350, -34.1320], [-2.9504, 8.7805, -33.9094], [-2.4465, 9.7501, -36.3088], [-0.9523, 8.8701, -36.2082], [-0.8277, 11.2423, -35.6327], [-0.1387, 10.2549, -34.3572], [-1.7175, 10.9785, -34.1003], [-8.1333, 12.2040, -22.9035], [-7.4180, 10.9274, -22.4978], [-8.1014, 9.6740, -23.0902], [-7.1187, 8.5181, -22.9575], [-7.5513, 7.2417, -23.6682], [-6.5933, 6.1105, -23.3112], [-5.4115, 6.3526, -24.2478], [-6.0593, 6.7238, -25.5828], [-7.4108, 7.3244, -25.1558], [-9.0289, 6.9214, -23.3784], [-9.3082, 6.7194, -21.9073], [-10.8104, 6.6656, -21.6329], [-7.6453, 13.0577, -22.4300], [-9.1261, 12.1586, -22.4403], [-8.2954, 12.3992, -23.9618], [-7.2889, 10.7427, -21.4327], [-6.4057, 10.9613, -22.9239], [-8.3993, 9.8097, -24.1328], [-8.9963, 9.4388, -22.5107], [-6.8096, 8.3340, -21.9310], [-6.1982, 8.7541, -23.4991], [-7.0216, 5.1348, -23.5316], [-6.3050, 6.2186, -22.2708], [-4.7239, 5.5099, -24.2562], [-4.8514, 7.2382, -23.9556], [-6.2157, 5.8742, -26.2478], [-5.4715, 7.4496, -26.1409], [-8.1510, 6.6906, -25.6431], [-7.5732, 8.3213, -25.5583], [-9.1362, 5.9676, -23.8995], [-9.5629, 7.6899, -23.9292], [-8.7980, 7.4581, -21.2866], [-8.8529, 5.7837, -21.5699], [-10.9902, 6.9417, -20.5934], [-11.2915, 5.7051, -21.8003], [-11.3673, 7.4166, -22.1994], [-8.6625, 12.2966, -30.1763], [-7.4327, 11.5332, -30.6287], [-6.4088, 12.4230, -31.3342], [-6.9445, 13.1349, -32.5665], [-5.9829, 14.1378, -33.1740], [-6.7262, 15.1574, -34.0204], [-5.7539, 16.3134, -34.1505], [-5.1530, 16.4419, -32.7331], [-5.3918, 15.0705, -32.1244], [-4.8737, 13.4508, -33.9007], [-5.2996, 12.6622, -35.1427], [-4.0394, 12.0271, -35.7885], [-9.2990, 12.6118, -30.9999], [-8.4390, 13.1909, -29.5795], [-9.2368, 11.7394, -29.4329], [-7.7383, 10.7191, -31.2960], [-6.9553, 10.9919, -29.8079], [-5.5849, 11.8006, -31.7046], [-5.9428, 13.0624, -30.5796], [-7.7896, 13.7595, -32.2768], [-7.2332, 12.4238, -33.3330], [-7.0448, 14.7926, -34.9947], [-7.6322, 15.5197, -33.5306], [-4.9639, 15.9425, -34.8089], [-6.1979, 17.2146, -34.5584], [-4.1465, 16.8279, -32.8567], [-5.7836, 17.1642, -32.2139], [-4.4759, 14.6017, -31.7524], [-6.0918, 14.9961, -31.2942], [-4.3348, 12.7943, -33.2133], [-4.1339, 14.1981, -34.1933], [-5.9490, 13.2470, -35.7852], [-5.8561, 11.7898, -34.7893], [-3.2183, 12.7392, -35.6907], [-4.2695, 11.8915, -36.8422], [-3.7945, 11.0798, -35.3196], [-2.8275, 9.3250, -22.8753], [-3.6439, 8.4114, -22.3802], [-2.9605, 10.4508, -22.1831], [-1.5715, 8.9307, -22.8191], [-3.3007, 9.7506, -24.6479], [-2.2350, 10.6507, -25.0905], [-3.3018, 8.4809, -25.3715], [-4.6302, 10.3125, -24.5024]],
  "de_lowest_ev": 0.000,
  "lumo_ev": -9.7,
  "gap_ev": 7.507,
  "charge": 5,
  "e_homo_ev": -17.24
}

Number 1: largest force on an atom 3.4 eV Å⁻¹, total energy -88373.35825 eV. Number 2: largest force on an atom 2.9 eV Å⁻¹, total energy -123035.22713 eV.